{"formula": "C38H66BF10N12O6S2", "method": "ωB97M-V/def2-TZVPD", "e_above_lowest_kcal_mol": 76.8, "homo_lumo_gap_ev": 6.236, "total_charge": 3, "symbols": ["C", "C", "N", "C", "C", "N", "C", "C", "H", "H", "H", "H", "H", "H", "H", "H", "H", "H", "H", "C", "C", "N", "C", "C", "N", "C", "C", "H", "H", "H", "H", "H", "H", "H", "H", "H", "H", "H", "C", "C", "N", "C", "C", "N", "C", "C", "H", "H", "H", "H", "H", "H", "H", "H", "H", "H", "H", "C", "C", "N", "C", "C", "N", "C", "C", "H", "H", "H", "H", "H", "H", "H", "H", "H", "H", "H", "C", "C", "N", "C", "C", "N", "C", "C", "H", "H", "H", "H", "H", "H", "H", "H", "H", "H", "H", "C", "C", "N", "C", "C", "N", "C", "C", "H", "H", "H", "H", "H", "H", "H", "H", "H", "H", "H", "B", "F", "F", "F", "F", "C", "F", "F", "F", "S", "O", "O", "O", "C", "F", "F", "F", "S", "O", "O", "O"], "positions_angstrom": [[4.77941, -4.63591, 0.99120], [5.10486, -3.84958, 2.26431], [4.02582, -2.90337, 2.61548], [3.69286, -1.75504, 1.88004], [2.69086, -1.16475, 2.63830], [2.44367, -1.89276, 3.76399], [3.19759, -2.99280, 3.65799], [1.57482, -1.46214, 4.86680], [4.08581, -5.43711, 1.23459], [5.69516, -5.14986, 0.69165], [4.59737, -3.90974, 0.20052], [6.04136, -3.29661, 2.29073], [5.19803, -4.61136, 3.03960], [4.26863, -1.34671, 1.06840], [2.10931, -0.27065, 2.47284], [3.26625, -3.78639, 4.38542], [2.18818, -1.47057, 5.76763], [0.75655, -2.15115, 5.07333], [1.20665, -0.44762, 4.71999], [-3.25065, -2.13082, 3.26358], [-1.90856, -1.92448, 2.45716], [-1.01888, -3.09934, 2.25557], [-0.23157, -3.31990, 1.14635], [0.49868, -4.41866, 1.43416], [0.10183, -4.94909, 2.61934], [-0.82561, -4.08558, 3.15236], [0.53850, -6.28425, 3.01330], [-2.96251, -2.10718, 4.31617], [-3.67216, -3.12330, 3.10396], [-3.99001, -1.34841, 3.12283], [-1.20722, -1.22854, 2.91301], [-2.22637, -1.62785, 1.45905], [-0.28029, -2.72182, 0.25056], [1.14041, -4.93406, 0.73696], [-1.32724, -4.16451, 4.10288], [-0.12278, -7.03220, 2.57043], [0.50458, -6.43969, 4.08838], [1.50081, -6.53106, 2.57092], [2.05330, 4.93063, -2.69131], [3.17029, 3.96217, -2.82988], [4.18693, 4.34257, -1.81073], [5.53026, 4.41766, -2.07499], [6.21968, 4.54423, -0.90298], [5.24338, 4.57803, 0.06962], [4.05727, 4.35106, -0.48304], [5.55896, 4.77975, 1.45529], [2.31462, 5.92656, -2.33534], [1.44867, 4.63604, -1.83193], [1.41051, 4.99745, -3.56419], [3.64610, 4.04403, -3.80564], [2.92647, 2.94083, -2.53541], [5.86798, 4.37121, -3.09695], [7.26402, 4.46416, -0.65736], [3.10303, 4.29793, 0.02009], [4.65469, 4.98393, 2.02967], [6.12765, 5.69438, 1.62775], [6.11921, 3.98085, 1.93810], [-1.47127, 3.25888, -3.59197], [-0.22981, 2.80459, -4.29010], [-0.33162, 2.00719, -5.53826], [-1.14021, 0.88198, -5.65035], [-0.79517, 0.27294, -6.81757], [0.20755, 0.97913, -7.38637], [0.43799, 2.08241, -6.63203], [0.80661, 0.69271, -8.67864], [-1.09378, 3.98381, -2.86415], [-2.00635, 2.44838, -3.09895], [-2.15673, 3.84226, -4.20717], [0.40461, 2.16260, -3.67370], [0.44117, 3.62125, -4.55181], [-1.89034, 0.73816, -4.89305], [-1.11036, -0.65677, -7.26188], [0.84388, 2.98603, -7.05976], [0.92049, 1.55354, -9.33999], [0.18891, -0.02354, -9.21340], [1.84454, 0.36317, -8.62869], [-2.47461, 2.18082, 3.13815], [-2.63786, 2.35898, 1.63472], [-3.77293, 1.70442, 0.99781], [-3.90129, 1.12633, -0.23844], [-5.19688, 1.24997, -0.61111], [-5.91456, 1.60701, 0.51127], [-5.03551, 1.71290, 1.53694], [-7.34899, 1.56939, 0.73970], [-1.70496, 2.85844, 3.50727], [-2.13359, 1.18271, 3.41851], [-3.43621, 2.33289, 3.63276], [-1.71884, 1.85030, 1.33449], [-2.66046, 3.40476, 1.33154], [-3.03003, 0.93798, -0.84939], [-5.70879, 1.18724, -1.55772], [-5.33676, 2.23672, 2.43179], [-7.85076, 2.00067, -0.12941], [-7.65964, 2.12745, 1.61574], [-7.63370, 0.52186, 0.63944], [-3.90703, -6.05826, 0.65974], [-3.75660, -6.18376, -0.86207], [-3.14776, -5.02316, -1.47405], [-3.57485, -3.75494, -1.16249], [-2.75594, -2.86705, -1.82855], [-1.84011, -3.61808, -2.51929], [-2.07125, -4.89944, -2.26878], [-0.70834, -3.05545, -3.23662], [-4.48311, -6.82964, 1.17721], [-4.53286, -5.25064, 1.05321], [-2.95451, -6.01115, 1.19053], [-4.73117, -6.38631, -1.30383], [-3.09202, -7.02297, -1.06517], [-4.36726, -3.58252, -0.45631], [-2.64951, -1.79389, -1.79913], [-1.56476, -5.72878, -2.73711], [-0.02013, -2.66984, -2.48617], [-1.04416, -2.33787, -3.97903], [-0.22914, -3.88952, -3.74866], [-0.09725, 6.34834, -0.52857], [-0.69448, 5.06642, -0.49317], [-0.63969, 7.14235, 0.48013], [1.28177, 6.27651, -0.32170], [-0.27231, 6.90908, -1.79556], [1.58977, 2.36731, 4.94619], [1.11471, 2.34272, 3.68233], [2.27569, 1.23042, 5.10082], [2.30401, 3.45791, 5.17883], [0.00273, 2.23038, 6.05178], [-0.79213, 3.38762, 5.72614], [-0.60724, 0.94971, 5.66586], [0.59225, 2.26123, 7.36132], [1.15630, 1.61327, -0.18568], [2.50170, 1.62911, -0.16380], [0.80623, 1.62159, 1.08927], [0.60447, 2.64702, -0.82187], [0.71008, 0.02224, -1.05218], [1.13627, 0.11706, -2.44238], [1.38495, -0.98840, -0.27520], [-0.72820, -0.05679, -0.78274]]}